1.
# C31H22N3O7P2S2Sn

A structure of composition C31H22N3O7P2S2Sn at a distorted geometry (ωB97M-V/def2-TZVPD, the Open Molecules 2025 dataset).

Charge: +1

CARTESIAN COORDINATES (ANGSTROEM)
Sn: 0.169 -0.063 0.086
S: -0.781 -2.016 -1.076
P: 1.026 -1.757 -1.986
C: 1.585 -0.134 -2.024
P: 0.698 1.303 -2.421
S: -0.793 1.823 -1.125
C: -0.014 1.103 -4.064
C: 0.730 1.475 -5.186
C: 0.175 1.350 -6.452
C: -1.113 0.853 -6.600
C: -1.852 0.479 -5.484
C: -1.308 0.603 -4.215
C: 1.846 2.675 -2.509
C: 3.159 2.542 -2.077
C: 3.999 3.653 -2.082
C: 3.527 4.880 -2.517
C: 2.210 5.014 -2.948
C: 1.367 3.917 -2.938
C: 0.916 -2.320 -3.696
C: -0.240 -2.902 -4.215
C: -0.272 -3.314 -5.541
C: 0.842 -3.135 -6.345
C: 1.999 -2.563 -5.828
C: 2.044 -2.156 -4.504
C: 2.327 -2.737 -1.248
C: 2.177 -4.127 -1.269
C: 3.127 -4.926 -0.661
C: 4.225 -4.343 -0.032
C: 4.378 -2.968 -0.021
C: 3.426 -2.159 -0.629
H: 1.734 1.866 -5.072
H: 0.746 1.651 -7.322
H: -1.545 0.763 -7.589
H: -2.860 0.101 -5.602
H: -1.894 0.334 -3.344
H: 3.523 1.577 -1.751
H: 5.021 3.556 -1.737
H: 4.184 5.741 -2.520
H: 1.840 5.978 -3.276
H: 0.338 4.026 -3.262
H: -1.112 -3.039 -3.587
H: -1.166 -3.776 -5.941
H: 0.812 -3.448 -7.382
H: 2.869 -2.430 -6.459
H: 2.948 -1.718 -4.097
H: 1.324 -4.580 -1.762
H: 3.015 -6.003 -0.674
H: 4.966 -4.971 0.449
H: 5.229 -2.519 0.475
H: 3.546 -1.084 -0.633
O: -3.768 -3.661 5.215
N: -2.568 -3.791 5.102
O: -1.891 -4.658 5.610
C: -1.860 -2.799 4.257
C: -2.592 -1.845 3.592
C: -1.894 -0.953 2.807
C: -0.503 -0.927 2.694
O: 0.147 0.078 2.077
C: 0.142 -2.010 3.288
C: -0.497 -2.929 4.084
N: 1.552 -2.259 2.924
O: 2.293 -2.706 3.763
O: 1.846 -2.022 1.766
N: -2.654 -0.055 1.926
O: -3.714 0.367 2.276
O: -2.154 0.201 0.817
H: -3.672 -1.817 3.666
H: 0.044 -3.750 4.536



2.
# C11H21FN2O3

An isolated molecule of C11H21FN2O3 (ωB97M-V/def2-TZVPD, the Open Molecules 2025 dataset).

Charge: 0
Structure (SMILES): CCCN[C@@H](CCC(N)=O)OC(=O)[C@H](F)CC

CARTESIAN COORDINATES (ANGSTROEM)
C: 3.708 1.944 1.030
C: 3.105 0.871 0.121
C: 2.254 1.469 -0.997
N: 1.414 0.479 -1.682
C: 0.098 0.173 -1.110
C: -0.219 -1.297 -1.322
C: 0.772 -2.247 -0.627
C: 0.112 -3.454 0.011
N: -0.936 -3.167 0.889
O: 0.423 -4.581 -0.281
O: 0.153 0.551 0.273
C: -0.671 0.039 1.218
O: -0.219 -0.553 2.153
C: -2.163 0.406 1.186
F: -2.888 -0.762 1.336
C: -2.700 1.181 0.007
C: -4.168 1.549 0.211
H: 3.004 2.763 1.195
H: 3.950 1.528 2.009
H: 4.632 2.354 0.620
H: 3.910 0.294 -0.342
H: 2.519 0.169 0.711
H: 1.685 2.331 -0.625
H: 2.934 1.856 -1.760
H: 1.243 0.803 -2.625
H: -0.672 0.779 -1.604
H: -1.253 -1.533 -1.062
H: -0.130 -1.437 -2.403
H: 1.488 -2.647 -1.340
H: 1.350 -1.695 0.121
H: -0.671 -2.645 1.716
H: -1.419 -4.024 1.130
H: -2.303 0.990 2.103
H: -2.087 2.072 -0.148
H: -2.627 0.559 -0.888
H: -4.522 2.174 -0.607
H: -4.326 2.062 1.162
H: -4.778 0.646 0.220



3.
# C28H64FIN5O27P7S2

A cluster of 5 separate species, C28H64FIN5O27P7S2 in total at a distorted geometry (ωB97M-V/def2-TZVPD, the Open Molecules 2025 dataset).

Charge: 0

CARTESIAN COORDINATES (ANGSTROEM)
O: -1.994 5.283 1.808
C: -2.207 4.497 2.743
O: -2.751 4.722 3.807
N: -1.661 3.088 2.562
C: -0.363 2.836 3.181
C: 0.767 3.513 2.386
C: 1.088 4.958 2.834
C: 1.519 5.855 1.658
S: 2.634 5.079 0.434
C: 3.751 3.981 1.244
N: 4.718 4.208 2.057
N: 5.227 2.962 2.350
C: 4.565 2.082 1.727
O: 3.590 2.667 0.979
C: -2.306 2.199 1.930
N: -3.555 2.492 1.367
C: -3.732 1.930 0.008
C: -5.061 1.174 -0.170
C: -6.289 1.970 0.322
C: -7.508 1.059 0.591
C: -7.919 0.960 2.088
O: -6.898 1.341 3.012
P: -3.938 3.478 -1.172
O: -2.353 3.786 -1.574
I: -4.880 5.338 0.097
O: -2.632 1.247 -0.537
C: -1.835 0.484 0.324
C: -0.364 0.760 -0.179
C: 0.717 0.318 0.819
F: 1.689 -0.401 0.072
P: -2.089 -1.318 -0.083
O: -3.410 -1.847 0.256
O: -0.879 -2.236 0.459
O: -1.932 -1.375 -1.689
N: -1.827 0.840 1.754
P: -2.730 -0.145 2.855
O: -2.061 -1.588 3.019
O: -4.290 -0.282 2.508
S: -2.631 0.714 4.599
H: -0.193 1.777 3.377
H: -0.393 3.294 4.180
H: 1.670 2.918 2.566
H: 0.502 3.454 1.322
H: 1.922 4.892 3.547
H: 0.249 5.414 3.371
H: 2.012 6.740 2.064
H: 0.606 6.104 1.103
H: 4.673 1.009 1.725
H: -4.274 2.197 2.027
H: -5.174 1.087 -1.262
H: -5.013 0.148 0.210
H: -6.570 2.636 -0.505
H: -6.061 2.649 1.149
H: -8.364 1.489 0.051
H: -7.335 0.082 0.125
H: -8.134 -0.098 2.294
H: -8.872 1.481 2.239
H: -7.096 2.251 3.259
H: -2.053 4.629 -1.198
H: -0.194 0.341 -1.175
H: -0.323 1.854 -0.299
H: 1.263 1.174 1.222
H: 0.376 -0.376 1.589
H: -0.097 -2.094 -0.101
H: -1.578 -2.255 -1.926
H: -2.725 -2.282 2.867
H: -4.802 -0.010 3.289
C: -3.460 -6.172 -3.783
O: -3.134 -6.573 -2.447
P: -1.781 -6.039 -1.795
O: -1.471 -4.643 -2.101
O: -0.672 -7.081 -2.245
C: -0.230 -7.089 -3.602
O: -1.958 -6.351 -0.269
C: -2.079 -7.702 0.194
H: -4.383 -5.595 -3.766
H: -2.676 -5.566 -4.236
H: -3.610 -7.067 -4.386
H: -0.122 -6.073 -3.987
H: -0.935 -7.648 -4.220
H: 0.737 -7.584 -3.645
H: -1.617 -8.414 -0.488
H: -3.132 -7.951 0.323
H: -1.576 -7.772 1.156
C: 1.187 4.501 -3.922
O: 0.887 5.408 -4.987
P: -0.614 5.937 -5.117
O: -1.261 6.245 -3.846
O: -1.363 4.839 -5.997
C: -1.665 3.575 -5.405
O: -0.486 7.152 -6.105
C: -0.044 6.960 -7.452
H: 1.909 4.965 -3.251
H: 0.301 4.229 -3.349
H: 1.626 3.598 -4.347
H: -2.009 3.695 -4.375
H: -0.786 2.929 -5.432
H: -2.459 3.111 -5.986
H: -0.235 5.950 -7.809
H: 1.022 7.174 -7.521
H: -0.587 7.658 -8.086
C: 5.346 6.075 5.073
O: 5.720 5.740 6.417
P: 7.071 6.348 7.004
O: 7.330 7.735 6.635
O: 8.204 5.315 6.565
C: 8.600 5.272 5.194
O: 6.945 6.089 8.550
C: 6.878 4.758 9.069
H: 4.404 6.621 5.090
H: 6.096 6.687 4.574
H: 5.212 5.153 4.510
H: 8.663 6.276 4.773
H: 7.895 4.669 4.620
H: 9.582 4.808 5.141
H: 7.341 4.033 8.402
H: 5.837 4.483 9.238
H: 7.409 4.741 10.018
C: 3.876 -12.119 -2.193
O: 3.676 -11.213 -3.286
P: 2.203 -10.677 -3.575
O: 1.422 -10.361 -2.384
O: 1.550 -11.775 -4.529
C: 1.183 -13.038 -3.975
O: 2.439 -9.462 -4.546
C: 3.023 -9.657 -5.840
H: 4.532 -11.653 -1.461
H: 2.941 -12.390 -1.705
H: 4.353 -13.021 -2.575
H: 0.732 -12.917 -2.989
H: 2.058 -13.686 -3.909
H: 0.456 -13.499 -4.639
H: 2.867 -10.667 -6.214
H: 4.090 -9.446 -5.795
H: 2.552 -8.959 -6.529



4.
# C26H29Cl2N3O3SV

A structure of composition C26H29Cl2N3O3SV at a distorted geometry (ωB97M-V/def2-TZVPD, the Open Molecules 2025 dataset).

2S+1: 3
Charge: +3
⟨S²⟩: 2.010

CARTESIAN COORDINATES (ANGSTROEM)
V: -0.859 1.103 1.302
Cl: -3.010 2.387 1.441
C: -3.795 1.285 0.272
Cl: -2.494 0.407 -0.598
H: -4.364 1.870 -0.439
H: -4.403 0.574 0.814
C: 0.334 1.315 -7.674
O: 0.491 0.955 -6.282
C: 0.854 -0.308 -5.986
C: 1.093 -1.317 -6.909
C: 1.454 -2.574 -6.459
C: 1.561 -2.856 -5.096
C: 1.320 -1.862 -4.175
C: 0.989 -0.585 -4.621
N: 0.632 0.515 -3.784
C: 0.847 0.826 -2.552
C: 1.825 0.285 -1.619
C: 3.072 -0.187 -2.048
C: 4.067 -0.502 -1.147
C: 3.831 -0.359 0.215
C: 2.608 0.118 0.663
C: 1.625 0.447 -0.247
O: 0.418 0.929 0.259
H: -0.482 0.749 -8.119
H: 1.264 1.136 -8.211
H: 0.104 2.373 -7.681
H: 0.993 -1.126 -7.967
H: 1.645 -3.357 -7.182
H: 1.820 -3.852 -4.765
H: 1.360 -2.082 -3.117
H: 0.079 1.190 -4.316
H: 0.263 1.673 -2.213
H: 3.271 -0.270 -3.108
H: 5.028 -0.848 -1.502
H: 4.603 -0.609 0.931
H: 2.407 0.245 1.719
N: 1.454 3.683 3.511
C: 0.934 3.140 2.424
N: 0.016 2.216 2.719
C: -0.053 2.182 4.136
C: -0.868 1.466 5.011
C: -0.695 1.689 6.361
C: 0.257 2.603 6.847
C: 1.048 3.333 5.989
C: 0.858 3.104 4.632
H: 2.151 4.414 3.519
H: 1.227 3.428 1.427
H: -1.635 0.791 4.655
H: -1.316 1.155 7.068
H: 0.358 2.745 7.915
H: 1.773 4.050 6.354
O: -1.889 -0.199 2.347
S: -1.450 -1.512 3.109
C: -1.458 -2.812 1.833
C: -2.545 -3.814 2.230
C: -3.668 -2.989 2.854
C: -2.980 -2.090 3.876
H: -0.456 -3.234 1.766
H: -1.701 -2.283 0.911
H: -2.150 -4.524 2.958
H: -2.875 -4.383 1.363
H: -4.419 -3.612 3.337
H: -4.174 -2.387 2.096
H: -2.664 -2.642 4.764
H: -3.530 -1.203 4.187



Values for ΔE to the lowest compared entry with this formula, charge and spin, kJ/mol, ordered as above
120.67 0.00 0.00 0.00